# 1
Entry from OMol25: a cluster of 2 separate species, C3H11NOS2 in total at a distorted geometry (the ωB97M-V functional and the def2-TZVPD basis).

```
18
Properties=species:S:1:pos:R:3:lowdin_charge:R:1
C 0.29496 -2.35184 0.97309 -0.078
C 0.33157 -0.85033 0.70044 -0.533
N -0.83451 -0.38522 -0.03463 -0.033
C 0.27093 -0.03928 2.01934 -0.475
S 0.11465 1.71324 1.39148 0.414
S 1.14572 2.77552 2.81673 0.269
H -0.34019 -2.57173 1.81487 0.069
H 0.05435 -3.03703 0.16588 0.072
H 1.28748 -2.73958 1.21059 0.075
H 1.26880 -0.58525 0.19725 0.131
H -0.96652 -0.71696 -0.98288 0.080
H -1.67956 -0.74573 0.40539 0.084
H -0.61800 -0.22394 2.63457 0.076
H 1.14511 -0.12663 2.65104 0.063
H 0.44069 3.79672 3.30996 -0.215
O -0.47638 2.18777 -6.68388 -0.065
H -0.20612 1.32296 -6.34743 0.036
H -1.23299 2.57731 -6.24180 0.029
```

HOMO-LUMO gap   8.911 eV
Structure (SMILES)   C[C@@H](N)CSS.O
ΔE to the lowest compared entry with this formula, charge and spin   16.2 kcal per mole
E_HOMO   -8.28 eV
Charge   0

***

# 2
Entry from OMol25: a cluster of 2 separate species, C3H11NOS2 in total at a distorted geometry (the ωB97M-V functional and the def2-TZVPD basis).

```
18
Properties=species:S:1:pos:R:3:lowdin_charge:R:1
C 0.51580 -0.96265 -2.28405 -0.440
S -1.15207 -0.83404 -1.52903 0.425
S -1.52851 1.17018 -1.97173 0.457
C -0.64594 1.95091 -0.49843 -0.520
C -0.64292 1.11333 0.83276 -0.306
N 0.81959 0.68258 1.16039 0.008
H 0.34287 -0.94827 -3.31324 -0.008
H 1.09640 -0.09316 -1.90839 0.038
H 0.96335 -1.91260 -2.14239 0.016
H -1.25083 2.87852 -0.28869 0.063
H 0.41545 2.19051 -0.85344 0.077
H -1.33663 0.25039 0.69262 0.044
H -1.10278 1.73540 1.50680 0.056
H 1.30114 1.02238 1.97022 0.043
H 0.80314 -0.32984 1.34244 0.021
O 0.50344 -2.24309 2.52046 -0.070
H -0.08746 -2.62731 1.88624 0.019
H 0.98594 -3.04327 2.87744 0.076
```

HOMO-LUMO gap   9.105 eV
Structure (SMILES)   CSSCCN.O
ΔE to the lowest compared entry with this formula, charge and spin   23.0 kcal per mole
E_HOMO   -8.74 eV
Charge   0

***

# 3
Entry from OMol25: a cluster of 2 separate species, C3H11NS in total at a distorted geometry (the ωB97M-V functional and the def2-TZVPD basis).

```
16
Properties=species:S:1:pos:R:3:lowdin_charge:R:1
C -4.81119 2.10441 2.03350 -0.421
S -3.39735 0.93652 2.28393 0.670
C -3.08606 0.32205 0.55303 -0.404
H -5.67485 1.96370 2.69951 0.030
H -4.48172 3.10651 2.27429 0.011
H -5.14154 2.08985 0.98824 0.032
H -2.99736 1.27113 0.04063 0.016
H -3.91374 -0.42328 0.43395 0.038
H -2.19196 -0.29466 0.44707 0.027
C 5.49089 -1.59191 -1.15317 -0.188
N 4.59708 -1.87042 -2.27725 -0.105
H 5.07644 -1.77577 -0.18361 0.061
H 6.47596 -1.87029 -1.57227 0.073
H 5.60255 -0.46094 -1.16442 0.068
H 3.61603 -2.08600 -2.26099 0.045
H 4.83680 -1.42090 -3.14243 0.046
```

HOMO-LUMO gap   9.455 eV
Structure (SMILES)   CSC.CN
ΔE to the lowest compared entry with this formula, charge and spin   38.7 kcal per mole
E_HOMO   -8.42 eV
Charge   0